{
  "formula": "C49H107O22P3",
  "method": "ωB97M-V/def2-TZVPD",
  "symbols": ["C", "O", "P", "O", "O", "C", "O", "C", "H", "H", "H", "H", "H", "H", "H", "H", "H", "C", "O", "P", "O", "O", "C", "O", "C", "H", "H", "H", "H", "H", "H", "H", "H", "H", "C", "O", "P", "O", "O", "C", "O", "C", "H", "H", "H", "H", "H", "H", "H", "H", "H", "C", "C", "C", "O", "C", "H", "H", "H", "H", "H", "H", "H", "H", "C", "C", "C", "O", "C", "H", "H", "H", "H", "H", "H", "H", "H", "C", "C", "C", "O", "C", "H", "H", "H", "H", "H", "H", "H", "H", "C", "C", "C", "O", "C", "H", "H", "H", "H", "H", "H", "H", "H", "C", "C", "C", "O", "C", "H", "H", "H", "H", "H", "H", "H", "H", "C", "C", "C", "O", "C", "H", "H", "H", "H", "H", "H", "H", "H", "C", "C", "C", "O", "C", "H", "H", "H", "H", "H", "H", "H", "H", "C", "C", "C", "O", "C", "H", "H", "H", "H", "H", "H", "H", "H", "C", "C", "C", "O", "C", "H", "H", "H", "H", "H", "H", "H", "H", "C", "C", "C", "O", "C", "H", "H", "H", "H", "H", "H", "H", "H"],
  "xyz": [[7.719050, 2.727440, 6.655624], [6.428684, 2.944700, 6.146785], [6.124898, 3.348141, 4.625262], [7.325408, 3.630340, 3.816692], [5.245044, 2.030456, 4.115111], [5.178118, 1.648262, 2.706670], [5.025485, 4.576048, 4.648969], [4.849379, 5.404407, 3.543131], [8.502240, 2.643330, 5.902208], [7.747044, 1.890189, 7.353000], [7.962095, 3.597635, 7.265362], [6.050780, 1.278723, 2.168164], [4.803939, 2.480211, 2.110041], [4.455898, 0.832013, 2.721616], [5.668806, 6.106404, 3.388715], [3.976589, 6.056421, 3.578030], [4.899697, 4.843669, 2.609782], [-1.091163, -5.499030, -3.845961], [-1.470305, -4.692173, -4.960520], [-1.588187, -3.062295, -4.698185], [-0.360991, -2.467298, -4.141578], [-2.951381, -2.991319, -3.740133], [-2.686333, -3.068030, -2.328094], [-2.173523, -2.422070, -6.112304], [-3.343509, -2.949448, -6.713251], [-1.568358, -6.461131, -4.032366], [-1.499056, -5.050011, -2.940363], [-0.042246, -5.775194, -3.738219], [-1.743791, -3.373921, -1.874062], [-3.369724, -3.731601, -1.798244], [-2.979482, -2.079164, -1.975526], [-4.090913, -2.159810, -6.636035], [-3.697623, -3.836466, -6.187998], [-3.270530, -3.290744, -7.745858], [-0.872961, -5.993955, 1.569619], [-1.129109, -6.868513, 0.538637], [-1.843455, -8.311737, 0.854490], [-3.052306, -8.233051, 1.715851], [-0.656041, -9.192734, 1.502402], [-0.710723, -10.590550, 1.736175], [-2.023226, -8.875610, -0.655825], [-3.082249, -9.708930, -0.907378], [-1.364194, -5.050811, 1.330289], [0.202628, -5.850265, 1.672345], [-1.186120, -6.360287, 2.547288], [-1.688162, -10.973813, 1.443219], [-0.518162, -10.841511, 2.779266], [-0.019993, -11.233331, 1.190437], [-3.978776, -9.573464, -0.302389], [-2.851027, -10.755432, -0.708683], [-3.417831, -9.477028, -1.918172], [3.269535, -0.404897, -6.133079], [4.213430, 0.198605, -5.204833], [3.395558, 0.230267, -3.907662], [2.696393, -0.974224, -3.993137], [2.275597, -1.192025, -5.377459], [3.798389, -1.074980, -6.810877], [2.812755, 0.324295, -6.802202], [4.458462, 1.256085, -5.303769], [5.107084, -0.423748, -5.158499], [2.785083, 1.120429, -3.755907], [3.997452, 0.200838, -2.999386], [1.289360, -0.762647, -5.553696], [2.267699, -2.271952, -5.525107], [0.076722, -1.083577, 4.166702], [-0.344127, -2.493175, 3.723993], [-1.637896, -2.307690, 2.999612], [-2.069640, -1.051054, 3.513059], [-1.249533, -0.456525, 4.476989], [0.590234, -0.436891, 3.455232], [0.607114, -0.941509, 5.108291], [-0.520628, -3.217450, 4.519224], [0.370271, -3.031613, 3.101234], [-2.257471, -3.172956, 3.235284], [-1.344791, -2.315987, 1.949792], [-1.691325, -0.826010, 5.402408], [-1.061956, 0.608833, 4.343100], [0.778258, 5.786731, -0.805088], [-0.074399, 7.003518, -1.103462], [0.886802, 7.878817, -1.891350], [2.190102, 7.332276, -1.775689], [2.255390, 6.353065, -0.739466], [0.842579, 5.059767, -1.614704], [0.473342, 5.252407, 0.094693], [-0.394125, 7.622426, -0.265125], [-0.935920, 6.899932, -1.763130], [0.861524, 8.887242, -1.478404], [0.599704, 7.935340, -2.941340], [2.577179, 6.692909, 0.244940], [2.941990, 5.548111, -1.001665], [-1.018568, 5.010067, 2.965637], [-0.936684, 6.470007, 3.336994], [0.563737, 6.665038, 3.211292], [1.191650, 5.438079, 3.654186], [0.218439, 4.462659, 3.870136], [-0.770519, 4.871129, 1.913364], [-2.088308, 4.847000, 3.096606], [-1.359458, 6.737141, 4.305500], [-1.370527, 7.016473, 2.499589], [0.765515, 7.395431, 3.994821], [0.920306, 6.935770, 2.217479], [-0.065629, 4.499995, 4.921801], [0.649005, 3.487990, 3.640484], [-5.651466, -0.640775, 1.542522], [-6.311417, -1.943472, 1.569562], [-5.180351, -2.911756, 1.988008], [-4.168132, -2.383703, 1.193482], [-4.177513, -0.908078, 1.224665], [-5.688007, -0.183599, 2.531326], [-6.117830, 0.067214, 0.857421], [-6.745987, -2.134225, 0.588313], [-7.096362, -2.055039, 2.317573], [-5.243746, -3.988068, 1.827896], [-4.805536, -2.771869, 3.001928], [-3.833205, -0.494109, 0.276947], [-3.547472, -0.576047, 2.049833], [3.037808, 1.520802, 7.324117], [1.651539, 0.948139, 7.335768], [0.804067, 1.948107, 6.447827], [1.558961, 3.213221, 6.516519], [2.833222, 3.038841, 7.252002], [3.579560, 1.062138, 6.496940], [3.569880, 1.208649, 8.222769], [1.243882, 1.036923, 8.342763], [1.491196, -0.108088, 7.119482], [-0.213266, 2.057076, 6.823669], [0.852699, 1.679330, 5.392596], [2.676788, 3.367119, 8.279547], [3.593124, 3.677443, 6.801623], [-4.216781, 0.222014, -4.468020], [-4.391330, 1.660869, -3.971180], [-5.385414, 1.466481, -2.884801], [-5.614459, 0.105416, -2.674869], [-5.361161, -0.592811, -3.919504], [-3.340030, -0.207530, -3.983352], [-4.042152, 0.146178, -5.541261], [-4.731529, 2.291049, -4.792916], [-3.501563, 2.018501, -3.452998], [-6.343484, 1.821609, -3.264400], [-5.099845, 2.018600, -1.989414], [-6.256627, -0.451432, -4.524704], [-5.055354, -1.627799, -3.766603], [-0.336871, 0.653033, 0.608705], [-0.449213, -0.068748, -0.731502], [-1.141480, 1.050546, -1.465482], [-0.489612, 2.242937, -0.950494], [0.180544, 2.054729, 0.255780], [0.368224, 0.236612, 1.328104], [-1.295497, 0.516924, 1.109330], [-1.068589, -0.961728, -0.815582], [0.462392, -0.286295, -1.288045], [-2.181425, 1.265213, -1.219456], [-1.011848, 0.900521, -2.537293], [-0.283960, 2.739927, 0.964899], [1.268114, 2.087476, 0.190828], [-2.274422, 1.123899, -8.150266], [-0.897217, 0.588592, -7.842458], [-0.535473, 1.260985, -6.572619], [-1.117666, 2.551756, -6.769540], [-2.156151, 2.629795, -7.798389], [-2.907385, 0.811991, -7.319490], [-2.645697, 0.929766, -9.156533], [-0.213028, 0.874409, -8.641392], [-0.947992, -0.487109, -7.673975], [0.505382, 1.367636, -6.267069], [-0.986316, 0.818221, -5.684472], [-1.578924, 3.145951, -8.565520], [-3.111937, 3.142488, -7.690125], [3.425189, -1.648271, 0.171181], [3.216025, -2.583232, 1.363959], [4.438254, -2.350856, 2.200401], [5.379073, -1.733515, 1.376424], [4.957356, -1.641740, 0.013838], [3.092800, -0.619250, 0.308046], [2.996406, -1.897006, -0.799584], [3.075240, -3.643320, 1.153054], [2.332758, -2.290713, 1.931726], [4.856301, -3.314540, 2.491336], [4.226686, -1.703891, 3.051744], [5.314490, -2.462643, -0.607978], [5.383276, -0.725297, -0.394609]],
  "forces_ev_per_angstrom": [[1.2, 0.8, 0.8], [-1.9, 0.4, -1.4], [-0.7, -0.7, -1.2], [-0.6, -0.1, 0.3], [1.6, 1.3, 0.2], [-0.9, 0.2, 0.2], [1.1, -2.0, 1.9], [1.0, 1.0, -2.0], [-0.3, -0.2, -0.2], [-0.4, -0.3, -0.4], [0.1, 0.1, 0.0], [0.6, 0.1, 0.9], [-0.2, 0.0, 0.1], [0.0, 0.1, -0.2], [0.5, 0.0, 0.6], [-0.4, -0.8, 0.5], [-0.6, -0.2, -0.1], [-0.8, -0.8, 0.2], [0.3, 2.2, -0.6], [-1.5, -0.9, -0.5], [-1.2, -0.1, -0.6], [2.6, -0.7, -1.0], [-1.6, 1.0, 1.6], [2.0, -1.2, 1.9], [-1.3, -0.4, 0.5], [-0.3, 0.1, 0.2], [0.3, -0.5, 0.1], [0.3, 0.9, -0.3], [0.6, 0.4, -1.1], [-0.5, -0.3, -0.7], [0.4, 0.1, 0.4], [-0.2, -0.2, -0.2], [-0.1, 0.1, 0.3], [0.8, 0.5, -0.1], [0.6, 1.1, 1.5], [-1.1, -3.5, -1.2], [0.2, 0.8, 0.3], [1.2, -0.3, -1.2], [0.3, 0.8, -0.6], [-0.9, -1.0, 0.1], [1.5, 1.8, 2.2], [-2.3, -1.2, -0.6], [0.0, 0.1, 0.3], [0.1, 0.2, -0.2], [-0.4, 0.0, 0.0], [-0.2, 0.0, 0.3], [-0.3, 0.5, 0.1], [0.5, 0.8, -0.5], [0.2, 0.7, 0.4], [0.4, -0.1, -0.7], [0.2, -0.6, -0.2], [0.2, -0.4, -3.8], [0.8, 1.9, 2.2], [1.1, -1.0, 0.3], [-1.6, -0.9, 0.3], [-0.4, 0.3, 2.1], [0.1, 0.0, -0.2], [-0.2, 0.1, 0.1], [0.5, -0.1, -1.1], [0.1, 0.3, 0.6], [-0.5, 0.2, -0.6], [0.3, -0.2, 0.0], [-0.3, -0.4, 0.3], [0.0, 0.2, -0.1], [0.4, -0.2, 1.4], [1.8, -1.0, 0.5], [1.6, 0.4, 0.6], [-2.9, 0.5, -2.1], [0.5, -1.4, -0.7], [0.0, -0.5, -0.5], [0.7, -0.8, -0.1], [0.2, 0.5, 0.7], [0.3, 0.3, -0.2], [-0.7, 0.5, -0.2], [-1.0, 0.6, -0.4], [0.5, 0.9, 0.7], [-1.2, 0.2, 0.2], [1.0, -0.3, 0.9], [0.1, 0.7, -0.8], [0.2, 0.4, 0.1], [1.0, 0.0, 0.2], [-2.0, -0.7, -0.6], [-0.6, 0.1, -0.1], [0.1, 0.0, 0.0], [0.0, -0.7, 0.5], [-0.2, -0.7, 0.4], [0.2, 0.2, -0.1], [0.3, -0.1, -0.1], [-0.2, 0.7, 0.1], [0.2, 0.2, -0.3], [0.4, -0.4, 1.2], [1.1, 0.1, -2.3], [0.1, 0.3, 2.3], [0.4, 0.8, -0.9], [-2.2, 0.3, -0.5], [0.0, 0.0, 0.0], [0.2, -1.6, 0.4], [0.1, -0.1, -0.1], [-0.5, 0.5, 0.4], [0.9, 0.5, -0.5], [-0.1, 0.1, 0.1], [-0.2, -0.3, 0.1], [-0.3, 0.0, -0.2], [0.6, 2.4, 0.6], [-1.4, -2.4, 1.1], [0.2, 1.4, -0.6], [2.8, 0.6, -1.9], [-0.8, -1.7, 0.5], [-0.1, 0.1, 0.1], [0.0, -0.1, -0.1], [0.2, -0.7, 0.0], [-0.4, 0.5, -0.1], [-0.4, 0.1, -0.4], [-0.8, 0.1, 0.7], [0.0, -0.4, -0.1], [0.1, 0.0, -0.2], [0.9, -0.5, -0.4], [-2.1, 1.0, 0.3], [2.5, 0.1, 0.6], [0.2, -0.7, 0.6], [-1.7, -0.8, -0.1], [0.2, 0.5, -0.3], [0.1, 0.2, 0.1], [-0.1, 0.2, 0.2], [0.4, 0.1, -0.5], [0.1, 0.2, -0.2], [-0.4, -0.3, -0.1], [-0.1, 0.3, 0.1], [0.0, -0.4, -0.3], [1.4, -0.4, -0.3], [0.9, -0.8, -0.3], [-2.1, 0.9, -0.4], [0.7, -1.9, 0.8], [-0.2, 1.8, 0.4], [0.3, 0.1, -0.1], [-0.2, -0.1, 0.0], [0.2, 0.3, 0.4], [0.4, 0.2, -0.9], [-0.3, 0.8, 0.3], [-0.3, -0.5, 0.3], [-0.2, -0.5, -0.3], [-0.5, 0.1, 0.2], [1.7, -1.8, 1.3], [-0.7, 0.3, -0.3], [0.6, 1.0, 0.2], [0.2, 1.3, -2.6], [-2.5, -1.7, 0.4], [0.2, -0.6, -0.1], [-0.2, 0.9, 0.0], [0.0, -0.1, 0.6], [0.3, 0.1, 0.4], [-0.4, -0.9, -0.1], [0.0, 0.7, -0.1], [0.8, 0.4, 0.2], [0.0, 0.2, 0.0], [-0.4, 1.3, 0.8], [0.2, -1.3, -0.6], [-1.1, 1.1, 0.5], [-0.8, 2.1, 1.4], [3.0, -1.8, -1.3], [-0.6, -0.8, -0.5], [-0.2, -0.2, 0.3], [0.2, -0.3, 0.0], [0.3, -0.2, -0.5], [0.2, 0.2, -0.7], [-0.4, -0.5, 0.0], [-0.6, 0.3, -0.6], [0.2, 0.0, 1.2], [0.7, 0.1, -1.5], [-1.5, 0.4, -0.1], [0.3, -0.6, -0.1], [1.6, 0.8, -0.6], [-0.8, 0.2, 1.0], [-0.1, 0.0, 0.7], [-0.4, -0.6, 0.2], [0.2, 0.1, -0.6], [-0.2, 0.0, -0.1], [0.0, 0.0, 0.6], [0.2, -0.1, 0.2], [0.1, -0.3, 0.2], [-0.2, 0.1, 0.0]],
  "largest_force_ha_per_bohr": 0.0759,
  "de_lowest_ev": 2.038,
  "homo_energy_ev": -9.199
}